Record 1
Below is a 2-piece molecular cluster, C6H6ClN3 overall, with properties calculated with ωB97M-V with the def2-TZVPD basis set.

Properties
total energy: -23310.764 eV
energy above the lowest of the compared OMol25 structures with the same formula, charge and spin: 0.0 kJ/mol
LUMO: 0.19 eV
structure (SMILES): c1cnn2ccnc2c1.Cl

ORCA input file:
```
! RIJCOSX wB97M-V def2-TZVPD def2/J DEFGRID3
* xyz 0 1
C -0.7629 -0.1885 2.4727
C -1.5669 -0.4144 1.3762
C 0.5768 -0.1464 0.7664
C 1.3829 -0.3363 -1.4115
C 0.0554 -0.8081 -1.6707
C 1.6347 0.0055 -0.0938
N 0.5617 -0.0345 2.1048
N -0.7050 -0.3890 0.3222
N -0.9489 -0.8170 -0.8842
Cl -0.8492 2.4978 -2.0527
H -1.1219 -0.1416 3.4750
H -2.6284 -0.6023 1.2099
H 2.1294 -0.2584 -2.1585
H -0.0711 -1.3689 -2.6104
H -0.2634 2.6205 -0.9633
H 2.5769 0.3817 0.1179
*
```

=====

Record 2
Below is C23H39AsN4O4ReS4Si as an isolated structure, with properties calculated with ωB97M-V with the def2-TZVPD basis set.

Properties
total energy: -152820.059 eV
energy above the lowest of the compared OMol25 structures with the same formula, charge and spin: 0.0 kJ/mol
LUMO (spin up / spin down): -5.35 / -5.15 eV

ORCA input file:
```
! RIJCOSX wB97M-V def2-TZVPD def2/J DEFGRID3
* xyz 1 1
Re 1.2758 0.3069 1.3724
S -0.2103 4.4054 0.2676
As -0.9925 4.5517 2.3226
S 1.4523 2.1943 2.6107
S -0.4522 2.5170 3.2668
S 0.9721 5.3659 1.7094
N 2.0417 -0.9010 2.5960
C 2.3844 -1.9258 3.1379
N 2.8193 -2.8481 3.7681
C 2.8351 -4.1385 3.9823
N 2.8655 -5.2712 4.1914
C -2.2063 -2.7577 -2.5458
C -1.1212 -1.7780 -2.1165
C -0.6538 -0.9386 -3.3007
C 0.0449 -2.5224 -1.4739
O -1.7435 -0.8735 -1.1794
Si -1.2695 -0.0754 0.1256
O 0.1747 0.7156 -0.0372
O -0.8045 -1.0304 1.4013
C -1.6360 -1.7661 2.3537
C -2.7201 -2.5306 1.6029
C -0.7288 -2.7505 3.0855
C -2.2404 -0.7864 3.3525
O -2.3918 0.9702 0.6131
C -3.5994 1.4636 -0.0264
C -4.1912 2.4826 0.9394
C -4.5816 0.3144 -0.2487
C -3.2487 2.1170 -1.3609
H -1.8085 -3.4597 -3.2776
H -3.0435 -2.2168 -2.9865
H -2.5735 -3.3187 -1.6855
H -0.1971 -1.5634 -4.0672
H 0.0743 -0.2030 -2.9602
H -1.5052 -0.4144 -3.7349
H 0.5291 -3.1538 -2.2172
H -0.3054 -3.1565 -0.6579
H 0.7879 -1.8232 -1.0807
H -2.2853 -3.3597 1.0422
H -3.2495 -1.8770 0.9100
H -3.4375 -2.9370 2.3138
H -0.0865 -3.2832 2.3812
H -1.3380 -3.4838 3.6109
H -0.1098 -2.2356 3.8210
H -3.0080 -0.1750 2.8800
H -1.4639 -0.1253 3.7365
H -2.6766 -1.3295 4.1898
H -4.2583 2.0581 1.9418
H -5.1897 2.7791 0.6216
H -3.5648 3.3754 0.9830
H -4.9368 -0.0789 0.7051
H -4.0948 -0.4836 -0.8049
H -5.4362 0.6658 -0.8256
H -2.3766 2.7626 -1.2514
H -4.0830 2.7208 -1.7148
H -3.0216 1.3556 -2.1083
C 2.2445 2.7373 -2.2807
N 2.9314 1.5582 -2.7461
C 2.8143 1.3070 -4.1638
C 2.8222 0.4090 -1.8707
C 3.6932 0.6139 -0.6444
C 5.0551 0.7429 -0.9200
C 5.9761 1.0064 0.0731
C 5.5418 1.1994 1.3768
C 4.2006 1.0827 1.6686
C 3.2483 0.7539 0.6889
H 2.6009 3.6134 -2.8226
H 2.4412 2.8778 -1.2163
H 1.1523 2.6622 -2.4226
H 3.0425 2.2205 -4.7117
H 1.8070 0.9745 -4.4606
H 3.5273 0.5380 -4.4624
H 3.1741 -0.4711 -2.4135
H 1.7842 0.2402 -1.5854
H 5.3840 0.6335 -1.9455
H 7.0293 1.0629 -0.1667
H 6.2444 1.4331 2.1649
H 3.8700 1.2546 2.6864
*
```

=====

Record 3
Below is one molecule with the formula C6H9FS, with properties calculated with ωB97M-V with the def2-TZVPD basis set.

Properties
total energy: -19919.403 eV
energy above the lowest of the compared OMol25 structures with the same formula, charge and spin: 110.8 kJ/mol
LUMO: 0.87 eV
structure (SMILES): C/C=C\C=C(/F)CS

ORCA input file:
```
! RIJCOSX wB97M-V def2-TZVPD def2/J DEFGRID3
* xyz 0 1
C -1.8472 -0.5695 -1.0575
C -2.1929 -0.2682 0.3917
C -1.3787 0.2518 1.2998
C 0.0590 0.6532 1.0596
C 1.0298 -0.0025 0.4392
C 2.4010 0.4923 0.1393
H -1.0810 0.1393 -1.4581
H -2.7770 -0.5089 -1.6440
H -1.4936 -1.6088 -1.2338
H -3.1921 -0.5161 0.7224
H -1.8114 0.6289 2.2393
H 0.3906 1.6197 1.5138
H 3.1344 -0.1460 0.6314
H 2.5225 1.5067 0.4677
H 2.6590 -0.8743 -1.7545
F 0.8487 -1.2357 -0.0758
S 2.7287 0.4384 -1.6804
*
```

=====

Record 4
Below is a 2-piece molecular cluster, C6H6IOP overall, with properties calculated with ωB97M-V with the def2-TZVPD basis set.

Properties
total energy: -25754.935 eV
energy above the lowest of the compared OMol25 structures with the same formula, charge and spin: 41.6 kJ/mol
LUMO (spin up / spin down): -1.78 / -2.52 eV

ORCA input file:
```
! RIJCOSX wB97M-V def2-TZVPD def2/J DEFGRID3
* xyz 0 1
C 1.7897 1.1632 0.2001
C 1.6439 0.2490 -0.8098
C 0.9137 1.1863 1.2411
C 0.6237 -0.6903 -0.7144
C -0.1022 0.3028 1.4277
C -0.3209 -0.6576 0.3642
O -1.7690 -2.5465 -0.7798
P -1.7919 -1.6330 0.5818
I -4.7726 0.2738 -0.0520
H 2.5693 1.8992 0.0785
H 2.4850 0.3301 -1.5994
H 1.0443 1.9541 1.9767
H 0.3586 -1.4671 -1.3489
H -0.9539 0.3448 2.1157
H -2.5885 -2.9391 -1.0737
*
```

=====

Record 5
Below is C20H36F3HfN3O4S as an isolated structure, with properties calculated with ωB97M-V with the def2-TZVPD basis set.

Properties
total energy: -54266.726 eV
energy above the lowest of the compared OMol25 structures with the same formula, charge and spin: 30.3 kJ/mol
LUMO: -6.06 eV

ORCA input file:
```
! RIJCOSX wB97M-V def2-TZVPD def2/J DEFGRID3
* xyz 2 1
Hf 0.3797 0.6076 -0.1399
C 1.0588 0.1127 -3.6045
O 0.0610 0.3847 -2.6066
C -1.2077 0.6477 -3.1905
C -2.0087 1.3569 -2.1237
O -1.8050 0.6849 -0.8590
C -2.8418 -0.2629 -0.5085
C -2.8645 -1.4734 -1.4269
O -1.5353 -1.8750 -1.6337
C -1.4279 -3.0921 -2.3646
H 1.1801 0.9827 -4.2510
H 0.7647 -0.7540 -4.1981
H 1.9910 -0.1024 -3.0958
H -1.6658 -0.2891 -3.5099
H -1.0973 1.3028 -4.0581
H -3.0728 1.3993 -2.3538
H -1.6283 2.3709 -1.9961
H -3.8034 0.2526 -0.5233
H -2.6226 -0.5602 0.5136
H -3.3587 -1.2385 -2.3792
H -3.4582 -2.2613 -0.9461
H -1.8725 -3.9226 -1.8089
H -0.3671 -3.2798 -2.5185
H -1.9246 -3.0159 -3.3366
F 2.4791 -4.0194 -1.7058
C 2.4674 -4.2189 -0.3808
F 3.5892 -3.6887 0.1228
F 2.4983 -5.5335 -0.1632
C 1.2441 -3.5942 0.2516
C 0.3255 -4.3659 0.9308
C -0.7863 -3.7475 1.4993
C -0.9275 -2.3920 1.3548
N -0.0485 -1.6206 0.6942
C 1.0344 -2.2114 0.1499
S 2.1268 -1.1190 -0.6536
H 0.4759 -5.4326 1.0260
H -1.5184 -4.3199 2.0497
H -1.7744 -1.8916 1.8080
C 2.4997 0.1395 2.3790
N 1.1185 0.6576 2.2128
C 0.2652 -0.0872 3.1739
C 1.1464 2.0832 2.6294
C -0.2209 2.7065 2.5162
N -0.7216 2.6481 1.1190
C -0.3303 3.9146 0.4497
C -2.2007 2.6449 1.1840
H 2.8164 0.2571 3.4194
H 3.1875 0.6857 1.7381
H 2.5464 -0.9125 2.1141
H 0.4430 0.2665 4.1928
H 0.5058 -1.1446 3.1393
H -0.7942 0.0345 2.9454
H 1.8637 2.6158 2.0048
H 1.4991 2.1558 3.6630
H -0.1848 3.7428 2.8623
H -0.9217 2.1848 3.1655
H -0.8630 4.7541 0.9041
H -0.5677 3.8829 -0.6112
H 0.7372 4.0942 0.5534
H -2.5541 3.4642 1.8157
H -2.5629 1.7064 1.6038
H -2.6264 2.7825 0.1935
C 3.3883 2.5771 -0.4293
C 2.0382 1.9587 -0.4041
O 1.1924 2.2677 -1.2683
H 4.0738 1.8250 -0.8356
H 3.7552 2.8121 0.5700
H 3.4127 3.4613 -1.0650
*
```

=====

Record 6
Below is C49H53N5O4S3Zn as an isolated structure, with properties calculated with ωB97M-V with the def2-TZVPD basis set.

Properties
total energy: -148239.528 eV
energy above the lowest of the compared OMol25 structures with the same formula, charge and spin: 52.4 kJ/mol
LUMO: 0.23 eV

ORCA input file:
```
! RIJCOSX wB97M-V def2-TZVPD def2/J DEFGRID3
* xyz 0 1
Zn 0.4757 0.8268 -0.4644
C -1.4058 -4.0850 2.5630
C -2.1974 -3.0719 1.7476
C -3.6660 -3.4175 1.6756
O -2.0563 -1.7765 2.2894
C -0.9054 -1.2030 1.6866
C -0.9665 -1.7594 0.2302
O -1.6575 -2.9958 0.4335
C -1.5354 -1.0474 -1.0426
O -1.2648 0.3052 -1.0190
C -3.0568 -1.2287 -1.1687
C -3.8717 -0.5294 -0.2813
C -5.2522 -0.6038 -0.3594
C -5.8556 -1.3855 -1.3381
C -5.0574 -2.0796 -2.2332
C -3.6705 -1.9976 -2.1513
C -0.7998 -1.6979 -2.2378
C -0.4094 -3.0363 -2.2685
C 0.3238 -3.5375 -3.3379
C 0.6710 -2.7133 -4.4007
C 0.2651 -1.3845 -4.3882
C -0.4636 -0.8849 -3.3160
C -0.7218 0.2591 2.1647
O 0.3373 0.8611 1.4732
C -2.0227 1.0727 2.1019
C -3.0889 0.7890 2.9565
C -4.2616 1.5245 2.8928
C -4.3887 2.5682 1.9822
C -3.3266 2.8706 1.1450
C -2.1535 2.1280 1.2140
C -0.2686 0.2387 3.6483
C -0.0877 -0.9011 4.4220
C 0.3836 -0.8107 5.7307
C 0.6743 0.4202 6.2908
C 0.4876 1.5694 5.5293
C 0.0185 1.4726 4.2324
H -1.8222 -4.1642 3.5687
H -0.3602 -3.7889 2.6293
H -1.4543 -5.0615 2.0793
H -4.1038 -3.3604 2.6729
H -3.7880 -4.4305 1.2916
H -4.1773 -2.7198 1.0138
H 0.0001 -1.6921 2.0725
H 0.0730 -1.9991 -0.0203
H -3.4140 0.0921 0.4760
H -5.8543 -0.0447 0.3469
H -6.9347 -1.4485 -1.4040
H -5.5112 -2.6880 -3.0063
H -3.0765 -2.5497 -2.8679
H -0.6773 -3.6892 -1.4467
H 0.6217 -4.5795 -3.3441
H 1.2465 -3.1047 -5.2303
H 0.5190 -0.7345 -5.2174
H -0.7721 0.1532 -3.2788
H -3.0006 -0.0166 3.6728
H -5.0796 1.2853 3.5613
H -5.3094 3.1356 1.9268
H -3.4070 3.6705 0.4187
H -1.3411 2.3478 0.5394
H -0.3260 -1.8771 4.0259
H 0.5121 -1.7151 6.3135
H 1.0339 0.4893 7.3095
H 0.6988 2.5432 5.9545
H -0.1463 2.3754 3.6574
N 1.8731 -0.5174 -1.2045
S 3.1677 -0.8799 -0.3616
C 4.4348 -1.3477 -1.5409
C 4.4213 -0.6803 -2.7592
C 5.4047 -0.9615 -3.6957
C 6.3921 -1.8951 -3.4121
C 6.4043 -2.5439 -2.1856
C 5.4247 -2.2728 -1.2418
C 2.9208 -2.4316 0.4771
C 2.5162 -3.5755 -0.2024
C 2.2544 -4.7256 0.5207
C 2.4012 -4.7268 1.9051
C 2.7831 -3.5741 2.5744
C 3.0367 -2.4104 1.8585
H 1.6370 -1.2317 -1.8931
H 3.6430 0.0438 -2.9636
H 5.3992 -0.4484 -4.6483
H 7.1529 -2.1175 -4.1486
H 7.1766 -3.2673 -1.9603
H 5.4390 -2.7754 -0.2833
H 2.4007 -3.5646 -1.2814
H 1.9330 -5.6217 0.0064
H 2.1906 -5.6281 2.4661
H 2.8723 -3.5723 3.6528
H 3.3121 -1.4939 2.3668
C 2.3190 5.7129 -0.9531
N 1.9530 5.0434 0.2684
C 1.0771 5.7158 1.2236
C 0.7027 4.5912 2.2049
N 1.2498 3.4125 1.5490
C 1.8793 3.7069 0.4230
S 2.4966 2.5300 -0.6453
H 1.4269 5.9656 -1.5353
H 2.9535 5.0584 -1.5448
H 2.8637 6.6286 -0.7192
H 0.1983 6.1025 0.6991
H 1.5949 6.5456 1.7049
H -0.3766 4.4950 2.3238
H 1.1506 4.7313 3.1899
H 0.9777 2.4300 1.7604
C -0.5862 4.9794 -5.4254
N -1.0451 4.6488 -4.0948
C -0.2950 4.0673 -3.1413
N 0.9741 3.7602 -3.4805
S -0.8899 3.7430 -1.6062
H -1.4298 5.3535 -5.9987
H -0.2035 4.0984 -5.9465
H 0.1901 5.7486 -5.4108
H -1.9791 4.8864 -3.8077
H 1.2946 3.7654 -4.4319
H 1.5382 3.3125 -2.7690
*
```

=====

Record 7
Below is C33H44N4P2Sn as an isolated structure, with properties calculated with ωB97M-V with the def2-TZVPD basis set.

Properties
total energy: -65280.563 eV
energy above the lowest of the compared OMol25 structures with the same formula, charge and spin: 71.4 kJ/mol
LUMO (spin up / spin down): -9.53 / -9.09 eV

ORCA input file:
```
! RIJCOSX wB97M-V def2-TZVPD def2/J DEFGRID3
* xyz 2 1
Sn -0.2433 -2.6604 2.3220
C -0.7446 3.3520 3.6970
C -1.5296 2.8167 2.7395
C -1.1488 2.3263 1.3608
C 0.0613 1.3863 1.3203
C 1.3498 2.1201 0.9471
C 1.7224 3.3655 1.2738
C 0.9314 4.3946 2.0253
C 0.5222 4.1463 3.5167
C 1.9410 -2.8222 2.7805
H -1.1243 3.3698 4.7247
H -2.5576 2.5434 3.0341
H -0.9705 3.1293 0.6436
H -2.0399 1.8138 0.9664
H 0.0990 0.8838 2.2929
H -0.1358 0.5292 0.6411
H 2.0905 1.4948 0.4064
H 2.7405 3.7048 1.0087
H -0.0156 4.5877 1.5163
H 1.5128 5.3367 1.9667
H 1.3350 3.6859 4.0989
H 0.4375 5.1099 4.0712
H 2.0219 -2.5460 3.8475
H 2.3143 -2.0117 2.1382
H 2.3687 -3.7996 2.5033
P 1.3859 -1.3992 -2.4395
P -2.1847 -0.8649 -2.4585
N 2.5946 -0.1411 -2.7106
N 2.1951 -2.6173 -3.6324
N -2.0969 0.8951 -2.9460
N -3.6943 -1.2488 -3.2823
C 0.2904 -0.6786 -3.7334
C -1.0613 -1.3923 -3.8796
C 3.6661 0.0567 -1.8348
C 4.6017 0.8650 -2.4486
C 4.1268 1.1423 -3.7532
C 2.9084 0.5203 -3.8995
C 2.5453 -3.9085 -3.2537
C 2.8551 -4.6565 -4.3807
C 2.7040 -3.7922 -5.5033
C 2.3607 -2.5403 -5.0117
C -1.6708 1.8815 -2.0409
C -1.5710 3.1116 -2.6901
C -1.8660 2.8706 -4.0686
C -2.1157 1.5094 -4.2080
C -4.4892 -0.5881 -4.2245
C -5.5326 -1.4170 -4.6158
C -5.3638 -2.6568 -3.9221
C -4.2319 -2.5438 -3.1433
H 0.7482 -0.6402 -4.7296
H 0.1541 0.3723 -3.4463
H -1.5149 -1.1159 -4.8546
H -0.9082 -2.4883 -3.8441
H 3.6458 -0.4140 -0.8677
H 5.5197 1.2035 -2.0023
H 4.5931 1.7136 -4.5355
H 2.2557 0.5047 -4.7638
H 2.5473 -4.1825 -2.2149
H 3.1588 -5.6907 -4.4043
H 2.8136 -4.0483 -6.5427
H 2.2366 -1.6187 -5.5522
H -1.5077 1.6262 -1.0084
H -1.3073 4.0590 -2.2354
H -1.8868 3.6157 -4.8624
H -2.3458 0.9561 -5.1078
H -4.2707 0.4088 -4.5503
H -6.3232 -1.1699 -5.3056
H -6.0178 -3.5200 -3.9899
H -3.7487 -3.2540 -2.5026
C 0.9049 -1.4842 7.6092
C -0.3607 -1.0659 6.7756
C -1.5481 -1.8394 7.4066
C -0.4177 0.4657 6.9621
C -0.2905 -1.3075 5.3341
C -0.3841 -1.5344 4.1354
H 1.1165 -0.6790 8.3338
H 1.7764 -1.6462 6.9664
H 0.7076 -2.3836 8.2129
H -2.1003 -1.2073 8.1032
H -2.2189 -2.2563 6.6505
H -1.1237 -2.6637 7.9849
H 0.5351 0.9224 6.6385
H -1.2199 0.9680 6.4239
H -0.5125 0.7304 8.0216
*
```

=====

Record 8
Below is a 2-piece molecular cluster, C4H9N3O2 overall, with properties calculated with ωB97M-V with the def2-TZVPD basis set.

Properties
total energy: -12855.438 eV
energy above the lowest of the compared OMol25 structures with the same formula, charge and spin: 433.1 kJ/mol
LUMO (spin up / spin down): -0.08 / -0.08 eV

ORCA input file:
```
! RIJCOSX wB97M-V def2-TZVPD def2/J DEFGRID3
* xyz 0 1
C -3.0101 -0.5072 -0.1524
N 0.7275 0.5620 0.4563
C 2.1282 0.6989 0.9398
C 0.5127 -0.2340 -0.5401
N -0.2256 1.1054 1.1638
N 3.0183 0.0029 0.2243
C 0.3763 -0.5001 -1.8020
O -1.9995 -0.9087 0.7320
O 2.3478 1.4147 1.8742
H 0.1764 1.5026 2.0128
H -1.5035 -0.0979 1.0281
H 2.7180 -0.6050 -0.5210
H 3.9905 0.0508 0.4806
H -3.6173 -1.3859 -0.3756
H -2.5941 -0.1189 -1.0912
H -3.6551 0.2631 0.2864
H 0.3852 0.2686 -2.5699
H 0.2242 -1.5115 -2.1460
*
```